The following is a DFT calculation (the ωB97M-V functional and the def2-TZVPD basis) of C39H53Br2F5NO21PS2 as an isolated structure.

## Properties
E_HOMO   -8.88 eV
Frontier orbital gap   8.32 eV

CARTESIAN COORDINATES (ANGSTROEM)
C -0.38 -1.18 -0.50
O -1.77 -1.18 -0.83
C -2.01 -0.77 -2.19
C -2.87 0.56 -2.24
C -2.15 1.82 -1.61
C -2.11 3.06 -2.61
C -0.89 4.02 -2.24
C 0.45 3.36 -2.83
C 0.64 3.84 -4.35
C 2.08 4.41 -4.64
C 3.20 3.28 -4.82
F 4.33 3.97 -5.33
C 2.71 2.30 -5.97
C 2.17 0.91 -5.47
O 2.72 -0.09 -5.88
O 1.08 0.73 -4.62
O 3.36 2.69 -3.54
C 4.64 2.17 -3.29
N 5.23 1.36 -4.40
C 6.47 1.37 -4.41
O 7.60 1.58 -4.53
P 5.87 3.50 -2.59
S 4.74 5.01 -1.98
C 4.46 1.14 -2.07
C 3.59 -0.12 -2.45
C 4.14 -1.49 -1.80
C 3.44 -2.67 -2.62
F 2.08 -2.34 -2.77
Br 4.33 -2.94 -4.38
C 3.55 -4.08 -1.83
F 2.48 -4.86 -2.31
F 3.42 -3.93 -0.47
Br 5.19 -5.09 -2.29
O 3.95 1.92 -0.98
C 3.91 1.21 0.24
C 3.24 2.21 1.30
O 1.95 2.53 0.78
C 0.90 1.97 1.52
C -0.38 2.75 1.52
C -1.60 2.30 2.20
C -1.52 1.00 2.95
C -0.30 0.19 2.99
C 0.90 0.70 2.24
S 5.57 0.78 0.94
O 6.41 1.97 1.05
O 5.31 0.27 2.29
F 6.33 -0.45 0.13
H 0.15 -0.35 -1.05
H 0.13 -2.17 -0.74
H -0.31 -1.07 0.62
H -2.65 -1.57 -2.66
H -1.05 -0.72 -2.79
H -3.11 0.76 -3.33
H -3.86 0.33 -1.73
H -2.75 2.14 -0.71
H -1.11 1.55 -1.24
H -3.08 3.63 -2.59
H -1.93 2.66 -3.65
H -0.86 4.08 -1.12
H -1.07 5.07 -2.62
H 1.29 3.74 -2.20
H 0.28 2.25 -2.75
H -0.08 4.71 -4.46
H 0.28 3.06 -5.07
H 2.39 4.97 -3.70
H 2.06 5.14 -5.50
H 1.91 2.83 -6.55
H 3.59 2.12 -6.65
H 1.42 0.79 -3.70
H 6.71 4.04 -3.60
H 6.54 3.03 -1.42
H 5.52 0.75 -1.88
H 2.56 0.05 -2.02
H 3.54 -0.33 -3.56
H 5.26 -1.49 -1.97
H 3.88 -1.56 -0.71
H 3.25 0.29 0.21
H 3.26 1.82 2.35
H 3.88 3.15 1.26
H -0.44 3.72 0.96
H -2.57 2.86 2.18
H -2.42 0.64 3.50
H -0.20 -0.77 3.54
H 1.84 0.08 2.26
C -1.43 -5.25 1.54
C -0.65 -4.01 1.86
O -1.66 -3.01 1.93
C -2.83 -3.64 2.21
O -3.85 -3.08 2.49
O -2.70 -4.99 2.12
H -0.99 -6.15 1.97
H -1.56 -5.40 0.46
H -0.15 -4.07 2.83
H 0.08 -3.77 1.09
C -5.38 -2.25 4.93
C -6.77 -2.18 5.50
O -6.54 -2.34 6.90
C -5.26 -1.96 7.15
O -4.81 -1.82 8.25
O -4.57 -1.76 6.00
H -5.26 -1.63 4.04
H -5.08 -3.27 4.69
H -7.24 -1.21 5.33
H -7.42 -2.96 5.12
C -0.48 -3.69 -3.70
C -0.11 -5.12 -3.45
O -1.18 -5.59 -2.64
C -2.26 -4.80 -2.89
O -3.36 -5.02 -2.50
O -1.91 -3.71 -3.64
H -0.14 -3.33 -4.67
H -0.11 -3.02 -2.92
H -0.07 -5.71 -4.37
H 0.84 -5.22 -2.93
C -6.24 0.35 9.86
C -6.40 0.54 11.34
O -6.70 1.92 11.46
C -7.23 2.32 10.27
O -7.75 3.38 10.09
O -7.10 1.36 9.32
H -6.55 -0.64 9.53
H -5.22 0.54 9.52
H -7.23 -0.05 11.75
H -5.49 0.29 11.89

The following is a DFT calculation (the ωB97M-V functional and the def2-TZVPD basis) of C39H53Cl4FeN2O8P2SeTe as an isolated structure.

## Properties
2S+1   5
Relative energy (zero: lowest compared OMol25 entry of this formula, charge and spin)   18.1 kcal per mole
Total charge   -1
<S²>   6.01
E_HOMO (spin up / spin down)   -4.21 / -4.27 eV
Frontier orbital gap (spin up / spin down)   6.18 / 6.24 eV

CARTESIAN COORDINATES (ANGSTROEM)
Fe -1.15 -0.70 0.79
Cl 0.90 1.76 6.86
C 0.83 1.55 5.17
C 1.60 2.21 4.22
Cl 2.68 3.44 4.88
C 1.43 2.02 2.84
Cl 2.24 3.00 1.65
C 0.52 1.07 2.33
O 0.26 0.82 1.05
C -0.31 0.37 3.28
O -1.13 -0.57 2.85
C -0.12 0.61 4.66
Cl -1.08 -0.43 5.73
C 3.77 -2.36 -3.41
C 2.97 -1.09 -3.59
C 2.63 -0.80 -5.06
O 1.76 -1.22 -2.78
P 1.29 -0.49 -1.47
O 0.02 -1.14 -1.02
C 1.13 1.24 -1.70
P -0.02 1.85 -2.92
O -1.21 2.45 -2.35
O 0.91 2.75 -3.88
C 0.49 4.11 -4.23
C -0.81 4.03 -4.98
C 0.49 4.97 -3.00
O -0.39 0.63 -3.89
C -1.59 -0.13 -3.64
C -1.31 -1.53 -4.06
C -2.83 0.48 -4.30
O 2.57 -0.49 -0.46
C 2.67 -1.27 0.82
C 3.71 -0.60 1.71
C 3.09 -2.66 0.55
H 4.75 -2.28 -3.85
H 3.25 -3.17 -3.83
H 3.95 -2.62 -2.39
H 3.54 -0.21 -3.16
H 2.16 -1.73 -5.44
H 3.53 -0.63 -5.64
H 1.93 0.05 -5.10
H 2.12 1.67 -1.77
H 0.80 1.49 -0.71
H 1.33 4.36 -4.93
H -1.55 3.80 -4.21
H -0.80 3.23 -5.71
H -1.04 5.00 -5.43
H -0.34 4.69 -2.35
H 0.46 5.99 -3.34
H 1.49 4.89 -2.55
H -1.73 -0.04 -2.59
H -1.43 -1.83 -5.12
H -1.92 -2.21 -3.48
H -0.23 -1.73 -3.86
H -2.59 0.81 -5.36
H -3.14 1.40 -3.79
H -3.63 -0.23 -4.34
H 1.67 -1.12 1.33
H 4.63 -0.53 1.16
H 3.85 -1.13 2.64
H 3.30 0.41 1.97
H 4.02 -2.74 0.01
H 2.30 -3.24 0.08
H 3.23 -3.21 1.46
N -2.34 -2.73 2.28
C -3.15 -3.82 2.44
C -2.94 -4.64 1.37
C -2.02 -3.93 0.55
N -1.67 -2.75 1.09
H -2.09 -1.99 2.93
H -3.71 -3.90 3.31
H -3.48 -5.58 1.22
H -1.63 -4.14 -0.46
C 2.68 -4.49 4.78
Te 1.02 -3.16 4.43
C 2.48 -1.60 5.10
C 3.81 -2.32 5.20
C 4.94 -1.54 5.49
C 6.17 -2.20 5.53
C 6.32 -3.58 5.50
C 5.19 -4.35 5.25
C 3.95 -3.71 5.07
H 2.74 -5.12 3.86
H 2.41 -5.15 5.63
H 2.10 -1.26 6.08
H 2.57 -0.71 4.47
H 4.79 -0.43 5.57
H 7.08 -1.58 5.61
H 7.33 -3.95 5.58
H 5.18 -5.45 5.17
C -6.72 4.83 -0.91
C -5.82 3.62 -0.82
C -6.20 2.47 -1.49
C -5.52 1.26 -1.37
C -6.04 0.14 -2.27
C -4.37 1.22 -0.51
Se -3.47 -0.47 -0.25
C -3.99 2.41 0.12
C -2.68 2.50 0.82
C -4.75 3.55 0.00
H -6.21 5.79 -0.64
H -7.58 4.78 -0.22
H -7.13 5.02 -1.89
H -7.15 2.44 -2.09
H -7.04 0.36 -2.65
H -6.10 -0.84 -1.70
H -5.40 -0.05 -3.12
H -1.84 2.37 0.07
H -2.56 1.84 1.71
H -2.56 3.47 1.27
H -4.45 4.39 0.59

The following is a DFT calculation (the ωB97M-V functional and the def2-TZVPD basis) of a 15-piece molecular cluster, C39H53N17O overall.

## Properties
Relative energy (zero: lowest compared OMol25 entry of this formula, charge and spin)   184.2 kcal per mole
E_HOMO   -8.83 eV
Frontier orbital gap   7.70 eV

CARTESIAN COORDINATES (ANGSTROEM)
C 1.63 3.82 1.35
C 1.01 4.34 -0.06
O 1.52 4.04 -1.19
N -0.24 5.16 0.08
C -0.40 5.97 -1.18
C -1.31 4.15 0.26
C -2.00 4.06 1.69
C -3.11 2.99 1.98
C -3.59 1.95 0.87
N -4.59 0.99 1.28
C -4.88 0.15 0.17
C -4.28 0.25 -1.26
N -3.30 1.22 -1.62
C -2.93 2.07 -0.52
C -1.81 3.15 -0.81
H 1.13 2.78 1.52
H 2.76 3.70 1.32
H 1.26 4.52 2.18
H -1.10 6.88 -1.05
H 0.64 6.43 -1.41
H -0.71 5.35 -2.09
H -1.73 4.75 2.56
H -3.59 2.92 3.03
H -5.64 -0.70 0.35
H -4.63 -0.51 -2.06
H -1.35 3.19 -1.87
C -8.60 -1.71 -1.49
C -7.41 -2.22 -0.72
N -6.47 -2.62 -0.12
H -8.30 -1.44 -2.50
H -9.36 -2.49 -1.54
H -9.01 -0.83 -0.99
C -0.24 0.14 -2.29
C 0.08 -0.61 -3.55
N 0.33 -1.21 -4.54
H -1.29 0.00 -2.03
H 0.38 -0.23 -1.47
H -0.05 1.21 -2.43
C -4.58 -5.42 1.11
C -4.42 -6.78 1.73
N -4.29 -7.86 2.21
H -5.64 -5.18 1.03
H -4.09 -4.67 1.73
H -4.14 -5.41 0.11
C 4.41 6.44 2.58
C 2.95 6.76 2.44
N 1.79 7.02 2.33
H 4.67 6.31 3.64
H 4.65 5.52 2.04
H 5.01 7.26 2.17
C -2.55 -9.40 -0.05
C -2.24 -10.11 -1.34
N -1.99 -10.66 -2.35
H -3.60 -9.56 0.22
H -1.92 -9.78 0.75
H -2.38 -8.33 -0.16
C -0.86 -4.89 -4.32
C -1.53 -5.27 -3.04
N -2.06 -5.57 -2.02
H -0.22 -4.02 -4.17
H -0.25 -5.72 -4.68
H -1.61 -4.65 -5.08
C 4.16 10.21 0.16
C 5.34 9.71 0.94
N 6.27 9.32 1.56
H 4.46 10.46 -0.85
H 3.39 9.44 0.13
H 3.74 11.10 0.64
C 0.24 -0.34 -7.63
C -0.89 -0.18 -8.60
N -1.79 -0.06 -9.36
H 0.75 0.62 -7.49
H -0.14 -0.67 -6.66
H 0.96 -1.07 -8.01
C -4.14 -7.51 -5.34
C -3.05 -6.74 -6.04
N -2.19 -6.13 -6.58
H -5.01 -7.59 -5.99
H -3.78 -8.51 -5.10
H -4.42 -7.00 -4.42
C -0.36 -6.28 2.35
C -0.37 -4.83 2.76
N -0.38 -3.69 3.08
H -0.41 -6.36 1.27
H 0.56 -6.75 2.71
H -1.21 -6.79 2.79
C 4.80 0.54 2.43
C 4.78 2.00 2.79
N 4.76 3.15 3.08
H 4.76 0.43 1.34
H 5.71 0.08 2.80
H 3.94 0.04 2.86
C 9.86 9.44 1.60
C 10.81 8.33 1.95
N 11.56 7.45 2.23
H 10.11 9.84 0.62
H 8.84 9.06 1.58
H 9.93 10.23 2.34
C -3.41 -5.35 5.09
C -4.87 -5.03 4.98
N -6.02 -4.78 4.89
H -3.14 -5.50 6.14
H -3.18 -6.25 4.53
H -2.82 -4.52 4.69
C 8.37 0.88 5.13
C 7.41 -0.27 5.07
N 6.65 -1.18 5.02
H 9.02 0.77 5.99
H 8.97 0.91 4.22
H 7.81 1.82 5.21

The following is a DFT calculation (the ωB97M-V functional and the def2-TZVPD basis) of C39H54INO6SSeSm as an isolated structure.

## Properties
2S+1   6
Relative energy (zero: lowest compared OMol25 entry of this formula, charge and spin)   0.0 kcal per mole
Total charge   -1
<S²>   8.76
E_HOMO (spin up / spin down)   -4.86 / -4.87 eV
Frontier orbital gap (spin up / spin down)   7.01 / 7.02 eV

CARTESIAN COORDINATES (ANGSTROEM)
Sm 1.37 0.39 1.60
C -0.98 2.34 -5.98
C -1.70 1.07 -5.36
C -1.19 -0.24 -6.09
C -3.15 1.22 -5.72
C -1.43 0.96 -3.87
C -0.15 0.99 -3.43
C 0.18 0.89 -2.09
Se 2.03 0.69 -1.69
C 2.07 -1.19 -1.81
C 2.29 -1.74 -3.07
C 2.16 -3.06 -3.30
C 1.92 -3.90 -2.19
C 1.75 -3.39 -0.92
C 1.74 -1.96 -0.72
O 1.48 -1.46 0.45
C 1.36 -4.34 0.22
C -0.19 -4.24 0.37
C 1.73 -5.86 0.02
C 2.13 -3.92 1.55
C 2.33 -3.71 -4.66
C 0.86 -4.10 -5.02
C 3.24 -4.97 -4.71
C 2.86 -2.78 -5.78
C -0.79 0.82 -1.08
O -0.46 0.79 0.17
C -2.16 0.75 -1.49
C -2.41 0.80 -2.90
C -3.37 0.58 -0.48
C -4.63 0.20 -1.24
C -3.58 1.94 0.25
C -3.24 -0.49 0.59
H -1.25 2.47 -7.04
H 0.09 2.25 -5.91
H -1.28 3.26 -5.49
H -1.65 -0.36 -7.06
H -1.62 -1.10 -5.45
H -0.12 -0.34 -6.14
H -3.12 1.44 -6.79
H -3.57 2.13 -5.21
H -3.75 0.32 -5.53
H 0.68 1.07 -4.19
H 2.57 -1.05 -3.89
H 1.94 -5.01 -2.33
H -0.56 -4.74 -0.57
H -0.61 -3.27 0.50
H -0.49 -4.84 1.29
H 1.09 -6.31 -0.81
H 1.47 -6.36 0.97
H 2.81 -5.95 -0.12
H 1.70 -3.07 2.01
H 3.23 -3.72 1.42
H 2.05 -4.69 2.33
H 0.49 -4.73 -4.19
H 0.79 -4.67 -5.96
H 0.25 -3.21 -5.00
H 3.11 -5.72 -3.92
H 4.29 -4.63 -4.69
H 3.11 -5.44 -5.68
H 2.35 -1.81 -5.84
H 2.71 -3.30 -6.77
H 3.94 -2.57 -5.67
H -3.42 0.79 -3.25
H -5.00 1.02 -1.89
H -5.41 -0.04 -0.52
H -4.52 -0.71 -1.87
H -4.00 2.73 -0.47
H -2.64 2.27 0.61
H -4.24 1.83 1.07
H -3.28 -1.48 0.16
H -3.98 -0.29 1.34
H -2.29 -0.45 1.11
I 4.29 0.05 3.54
C 3.75 1.27 1.80
H 4.45 0.89 1.08
H 3.92 2.29 2.10
C 1.82 1.50 8.67
C 1.11 2.63 7.96
C 1.75 3.24 6.88
C 1.20 4.35 6.28
C 0.00 4.89 6.78
C -0.62 4.31 7.88
C -0.05 3.20 8.49
S -0.90 6.15 5.87
O 0.10 6.81 5.10
O -1.87 6.79 6.73
N -1.78 5.32 4.75
C -1.14 4.44 3.75
C -1.17 2.92 4.09
C -0.21 2.12 3.26
O -0.27 0.85 3.32
O 0.61 2.71 2.53
H 2.81 1.74 8.94
H 1.88 0.67 7.99
H 1.36 1.18 9.61
H 2.59 2.77 6.45
H 1.66 4.80 5.41
H -1.50 4.83 8.29
H -0.43 2.84 9.41
H -2.66 5.00 5.17
H -0.13 4.80 3.68
H -1.57 4.68 2.78
H -2.10 2.36 4.08
H -0.85 2.82 5.18

no.,calculated total energy (eV)
1,-270415.130
2,-236366.175
3,-68669.997
4,-157285.679